No. 1
Here is a 9-piece molecular cluster, C63H77F3N9O7S overall at a distorted geometry from OMol25. Energies are from ωB97M-V with the def2-TZVPD basis set.

Each line ends with the Löwdin charge.
Positions of all 160 atoms, in Å:
C (7.39707, 5.86252, -1.80936)  -0.0744
C (8.37758, 4.62758, -1.95591)  -0.2249
O (8.89046, 4.32700, -0.62595)  -0.1742
C (8.55686, 2.97637, -0.27754)  -0.1604
C (7.01408, 2.87233, 0.11692)  -0.1561
O (6.98045, 2.83132, 1.56541)  -0.1444
C (5.81856, 2.11120, 1.99805)  -0.1835
C (6.06935, 0.54972, 2.03392)  -0.1718
O (5.13654, -0.17585, 2.83844)  -0.1205
C (3.82595, -0.19159, 2.28321)  -0.1405
C (3.60401, -1.26348, 1.15080)  -0.1670
C (4.06476, -0.82890, -0.33409)  -0.0646
N (2.86536, -0.84603, -1.25192)  -0.1869
C (2.75870, 0.26267, -2.29171)  -0.0652
C (4.11770, 0.84562, -2.80570)  -0.1616
O (4.79810, -0.03070, -3.73483)  -0.1151
C (6.11026, -0.35500, -3.29821)  -0.1011
C (7.22883, 0.55065, -3.93655)  -0.4856
F (8.35362, 0.42326, -3.13397)  0.0886
F (7.60654, 0.02727, -5.15270)  0.1150
F (6.85212, 1.85015, -4.08996)  0.1296
S (2.86146, -2.46502, -1.97626)  0.7421
C (2.61181, -3.81021, -0.76112)  -0.0839
O (4.11774, -2.76479, -2.67009)  -0.2594
O (1.81085, -2.61913, -2.98817)  -0.2757
C (1.79418, -0.48949, -0.25253)  -0.2497
C (0.29791, -0.89278, -0.51599)  -0.0530
C (-0.65948, 0.32453, -0.65416)  -0.1856
C (-1.47143, 0.82250, 0.46826)  -0.0371
C (-2.39158, 1.93523, 0.34482)  -0.0500
C (-2.53448, 2.61356, -0.94959)  -0.0343
C (-1.75553, 2.15840, -2.09694)  -0.2604
C (-1.99434, 2.89907, -3.45271)  -0.0634
C (-0.84190, 1.03669, -1.92624)  -0.0307
O (2.14594, -1.19771, 0.95500)  -0.1201
H (7.70893, 6.72390, -2.45099)  0.0753
H (7.35451, 6.20744, -0.73920)  0.0893
H (6.35714, 5.56042, -2.10640)  0.0433
H (9.25973, 4.94364, -2.56413)  0.1237
H (7.81693, 3.76310, -2.39492)  0.1009
H (9.13923, 2.67544, 0.63666)  0.1392
H (8.79861, 2.26702, -1.11222)  0.1127
H (6.55828, 1.94704, -0.33635)  0.0994
H (6.42423, 3.75030, -0.27772)  0.1255
H (5.42607, 2.44714, 2.98923)  0.1437
H (5.01277, 2.33671, 1.23328)  0.1122
H (6.18937, 0.15761, 0.98586)  0.1083
H (7.07660, 0.41110, 2.52178)  0.1495
H (3.46686, 0.79449, 1.88674)  0.1344
H (3.13163, -0.46415, 3.12681)  0.1571
H (3.82958, -2.33334, 1.40486)  0.1600
H (4.40324, 0.22614, -0.13375)  0.1236
H (4.94734, -1.44565, -0.62306)  0.1402
H (2.16397, 1.14758, -1.92385)  0.1136
H (2.20362, -0.08306, -3.21131)  0.1565
H (3.84342, 1.75294, -3.41755)  0.1328
H (4.81295, 1.21511, -2.01186)  0.1134
H (6.20315, -0.41826, -2.18026)  0.1229
H (6.32084, -1.39673, -3.67549)  0.1520
H (1.87913, -3.58065, 0.04910)  0.0801
H (2.31283, -4.72170, -1.35737)  0.0747
H (3.63566, -4.05505, -0.35916)  0.0882
H (1.77741, 0.56814, 0.14165)  0.1906
H (-0.04587, -1.45309, 0.40012)  0.1424
H (0.12663, -1.58440, -1.37787)  0.1234
H (-1.35304, 0.30218, 1.46808)  0.0879
H (-3.02269, 2.28946, 1.19474)  0.1038
H (-3.25920, 3.44922, -1.07242)  0.1028
H (-1.17368, 3.60738, -3.73294)  0.0651
H (-2.98988, 3.44932, -3.38736)  0.0535
H (-2.13963, 2.10667, -4.23952)  0.0909
H (-0.25477, 0.71468, -2.81835)  0.1133
N (3.05919, -7.04870, -1.67053)  0.0362
C (3.63129, -7.71797, -0.66339)  -0.1682
C (3.55677, -9.09222, -0.51095)  -0.0758
C (2.84616, -9.81864, -1.45409)  -0.0693
C (2.24277, -9.14785, -2.50638)  -0.0580
C (2.37939, -7.77078, -2.56939)  -0.1439
H (4.17332, -7.10585, 0.05015)  0.1062
H (4.04160, -9.58135, 0.32372)  0.1090
H (2.76350, -10.89576, -1.36984)  0.1119
H (1.67951, -9.68101, -3.26057)  0.1078
H (1.92789, -7.20171, -3.37510)  0.1091
N (-5.05109, 3.53931, -4.40802)  0.0425
C (-5.80817, 2.96751, -3.46315)  -0.1446
C (-7.08546, 2.48240, -3.68548)  -0.0662
C (-7.61592, 2.59813, -4.95894)  -0.0804
C (-6.85609, 3.18731, -5.95676)  -0.0665
C (-5.58555, 3.63707, -5.63133)  -0.1430
H (-5.35104, 2.90215, -2.48061)  0.0932
H (-7.65094, 2.02591, -2.88286)  0.0966
H (-8.61295, 2.23125, -5.17290)  0.1005
H (-7.23868, 3.29443, -6.96321)  0.1042
H (-4.95008, 4.10109, -6.37830)  0.1052
N (0.11432, -5.94327, 1.47541)  0.0471
C (0.65859, -7.06684, 0.99186)  -0.1529
C (0.62083, -8.28650, 1.64788)  -0.0657
C (-0.01423, -8.34906, 2.87827)  -0.0720
C (-0.58435, -7.19879, 3.40113)  -0.0687
C (-0.49432, -6.02907, 2.66371)  -0.1548
H (1.14601, -6.96507, 0.02905)  0.0764
H (1.07659, -9.16350, 1.20748)  0.0947
H (-0.06458, -9.28395, 3.42384)  0.1089
H (-1.08775, -7.20929, 4.35881)  0.1043
H (-0.92812, -5.10436, 3.02979)  0.1021
N (-2.83257, -0.21667, 3.30816)  0.0437
C (-2.59738, -0.00081, 4.61000)  -0.1487
C (-3.25757, -0.66012, 5.63263)  -0.0716
C (-4.22332, -1.59675, 5.29160)  -0.0692
C (-4.48775, -1.83639, 3.95168)  -0.0891
C (-3.76780, -1.12561, 3.00497)  -0.1628
H (-1.83684, 0.74252, 4.82664)  0.0928
H (-3.02296, -0.44593, 6.66717)  0.0646
H (-4.76423, -2.13346, 6.06256)  0.1054
H (-5.23398, -2.55680, 3.64869)  0.0889
H (-3.93634, -1.27960, 1.94602)  0.0883
N (2.45994, 3.47638, -2.26614)  0.0469
C (1.15550, 3.78297, -2.24556)  -0.1312
C (0.66976, 5.07149, -2.09959)  -0.0488
C (1.58373, 6.10476, -1.96354)  -0.0563
C (2.93983, 5.81276, -1.98028)  -0.0573
C (3.32290, 4.49163, -2.13472)  -0.1455
H (0.48251, 2.94081, -2.35163)  0.0593
H (-0.39575, 5.26117, -2.09202)  0.1079
H (1.24384, 7.12678, -1.84594)  0.1135
H (3.68195, 6.59341, -1.87636)  0.1059
H (4.37265, 4.21418, -2.15752)  0.0858
N (-10.70219, 2.06227, -1.93217)  0.0523
C (-10.75729, 3.14992, -2.70914)  -0.1573
C (-11.18291, 4.39244, -2.26762)  -0.0665
C (-11.57905, 4.51771, -0.94579)  -0.0755
C (-11.53313, 3.40492, -0.12119)  -0.0698
C (-11.08795, 2.20853, -0.66006)  -0.1602
H (-10.44054, 3.00060, -3.73565)  0.0893
H (-11.20410, 5.23921, -2.94099)  0.1045
H (-11.91977, 5.47212, -0.56224)  0.1082
H (-11.83519, 3.46415, 0.91622)  0.1035
H (-11.03118, 1.31067, -0.05284)  0.0940
N (-6.33583, -1.78866, 1.55544)  0.0414
C (-7.12334, -0.77828, 1.93999)  -0.1414
C (-8.15419, -0.26544, 1.16822)  -0.0667
C (-8.38317, -0.82770, -0.07763)  -0.0757
C (-7.57996, -1.87493, -0.50018)  -0.0674
C (-6.57780, -2.31613, 0.34941)  -0.1401
H (-6.90362, -0.36847, 2.92109)  0.1054
H (-8.76113, 0.55300, 1.53309)  0.0978
H (-9.17887, -0.45413, -0.71245)  0.0952
H (-7.72792, -2.33897, -1.46646)  0.1037
H (-5.92576, -3.13525, 0.06362)  0.1055
N (-1.54202, 0.69374, 7.95215)  0.0439
C (-1.19282, -0.28393, 8.79612)  -0.1473
C (0.05031, -0.37451, 9.40134)  -0.0685
C (0.99108, 0.60113, 9.11477)  -0.0779
C (0.65508, 1.62363, 8.24215)  -0.0724
C (-0.61712, 1.62456, 7.69287)  -0.1500
H (-1.96100, -1.02644, 8.98729)  0.1059
H (0.27569, -1.18767, 10.07869)  0.1039
H (1.97529, 0.56541, 9.56675)  0.1074
H (1.36349, 2.40314, 7.99405)  0.1018
H (-0.92762, 2.40662, 7.00746)  0.1038

Calculated values
E_tot = -113297.19995 eV
net charge = +1
spin multiplicity = 1
HOMO-LUMO gap = 8.55 eV


No. 2
Here is a 9-piece molecular cluster, C63H83BN11O12P2 overall at a distorted geometry from OMol25. Energies are from ωB97M-V with the def2-TZVPD basis set.

Each line ends with the Löwdin charge.
Positions of all 172 atoms, in Å:
C (5.99748, 1.62700, 3.61215)  -0.0974
O (5.39247, 0.45875, 3.05700)  -0.1871
C (4.46285, 0.87815, 2.01837)  -0.1676
C (3.22077, -0.03771, 2.07407)  -0.1621
C (2.90113, -0.34945, 0.57106)  -0.3920
P (4.20213, -1.49107, -0.20736)  0.9445
C (3.46528, -3.18724, -0.24606)  -0.2332
O (4.33684, -1.06556, -1.80382)  -0.2898
O (2.87948, 0.95142, 0.00837)  -0.1463
C (1.69762, 1.69615, 0.42298)  -0.2021
B (0.86723, 1.45646, -0.96497)  -0.5922
O (0.22323, 2.45707, -1.66992)  0.1472
O (0.72455, 0.17014, -1.50734)  0.1633
P (2.30724, 3.46024, 0.31306)  0.5554
O (3.27073, 3.46552, -0.80191)  -0.2242
O (1.19402, 4.58396, -0.01468)  -0.1110
O (3.07020, 4.02433, 1.63409)  -0.1178
C (1.02635, 1.20221, 1.74553)  -0.2865
N (-0.11536, 0.30243, 1.54963)  0.1412
C (0.31346, 2.45138, 2.41373)  -0.1163
C (-0.85683, 3.10165, 1.62012)  -0.1623
C (-2.26981, 2.53093, 1.98839)  -0.1588
C (-2.73538, 2.94401, 3.42005)  -0.1171
N (-3.39324, 1.79521, 4.05102)  -0.1782
C (-2.85256, 1.08106, 5.07028)  -0.0936
C (-3.79785, 0.06038, 5.30870)  -0.0900
C (-4.89627, 0.26021, 4.42003)  -0.0765
C (-4.60710, 1.37742, 3.61284)  -0.0832
N (1.96099, 0.50131, 2.74366)  -0.0469
C (1.37970, -0.69982, 3.46021)  -0.1036
C (1.22406, -2.08736, 2.80867)  -0.1300
C (-0.27108, -2.56162, 2.62564)  -0.1293
C (-0.58664, -2.81652, 1.12285)  -0.1852
O (-0.59334, -4.24342, 0.88026)  -0.0600
C (-1.60499, -4.53699, -0.00993)  -0.3133
O (-1.40860, -4.91680, -1.12984)  0.0969
C (2.45296, 1.37658, 3.86432)  -0.0835
C (1.57530, 1.61986, 5.12297)  -0.1493
O (2.14191, 1.03256, 6.32046)  -0.0516
C (1.25926, 0.07864, 6.84153)  -0.2963
O (0.36304, 0.42683, 7.55721)  0.1258
H (5.25966, 2.22820, 4.18357)  0.0868
H (6.81261, 1.36624, 4.30004)  0.0984
H (6.43677, 2.26847, 2.82310)  0.1033
H (4.31568, 1.95908, 2.13961)  0.0997
H (5.06021, 0.75548, 1.10027)  0.1256
H (3.61447, -0.92357, 2.60207)  0.1659
H (1.93676, -0.87103, 0.43263)  0.0939
H (4.17547, -3.91982, -0.65943)  0.0223
H (3.11900, -3.49417, 0.75291)  0.0396
H (2.57517, -3.18883, -0.90847)  0.0508
H (4.96641, -0.34069, -1.91097)  0.0609
H (-0.68386, 2.14295, -1.80477)  0.1380
H (0.08955, -0.34866, -0.99045)  0.0977
H (1.22479, 4.70565, -0.97992)  0.0994
H (2.69928, 4.86052, 1.95674)  0.1018
H (-0.74612, 0.33830, 2.34908)  0.0862
H (-0.73537, 0.57291, 0.79419)  0.0980
H (-0.19858, 2.12542, 3.34183)  0.0980
H (1.00546, 3.24033, 2.74644)  0.1019
H (-0.90825, 4.14994, 1.97180)  0.1299
H (-0.76931, 3.17732, 0.53020)  0.0941
H (-2.37202, 1.45549, 1.79506)  0.0993
H (-2.96036, 3.03343, 1.28388)  0.1203
H (-3.40856, 3.81217, 3.39688)  0.1347
H (-1.85267, 3.23018, 4.01741)  0.1179
H (-1.90468, 1.24611, 5.57452)  0.1006
H (-3.71207, -0.72408, 6.06058)  0.0837
H (-5.80625, -0.33423, 4.34442)  0.0975
H (-5.20104, 1.83082, 2.82392)  0.1275
H (0.41170, -0.49632, 3.94856)  0.1253
H (2.06450, -0.87144, 4.30943)  0.1328
H (1.63236, -2.85647, 3.49164)  0.1312
H (1.72203, -2.29119, 1.85645)  0.0708
H (-0.46421, -3.51574, 3.12830)  0.0864
H (-0.97476, -1.79304, 2.98699)  0.0994
H (-1.54946, -2.36394, 0.81689)  0.1227
H (0.18393, -2.39779, 0.44898)  0.1015
H (-2.64342, -4.40022, 0.36593)  0.1610
H (3.34168, 0.91229, 4.33347)  0.1451
H (2.80703, 2.35796, 3.52153)  0.1182
H (0.52732, 1.29391, 5.07255)  0.0925
H (1.54599, 2.70413, 5.32850)  0.1477
H (1.37995, -0.99256, 6.58209)  0.1541
N (0.28391, 3.32606, -7.09451)  0.0665
C (0.94956, 4.41608, -6.70991)  -0.1768
C (1.53257, 4.56456, -5.46079)  -0.0838
C (1.41247, 3.52337, -4.55831)  -0.0739
C (0.72522, 2.38155, -4.93250)  -0.0657
C (0.18444, 2.33205, -6.20804)  -0.1399
H (1.01134, 5.20691, -7.45045)  0.1045
H (2.06294, 5.47249, -5.20388)  0.1006
H (1.85174, 3.59948, -3.57013)  0.0930
H (0.61256, 1.54684, -4.25305)  0.0850
H (-0.35854, 1.45718, -6.54827)  0.0940
N (-3.08324, 8.40295, -5.30950)  0.0520
C (-1.91331, 7.84784, -4.98496)  -0.1510
C (-1.22017, 6.97566, -5.80876)  -0.0688
C (-1.77193, 6.65406, -7.03713)  -0.0781
C (-2.98524, 7.21734, -7.39607)  -0.0707
C (-3.59542, 8.08304, -6.49993)  -0.1567
H (-1.52042, 8.12399, -4.01196)  0.0802
H (-0.27412, 6.55843, -5.49462)  0.0715
H (-1.26188, 5.97360, -7.70824)  0.0923
H (-3.44854, 6.99155, -8.34700)  0.1016
H (-4.54484, 8.55075, -6.73772)  0.1018
N (0.72599, -1.36223, -5.10137)  0.0548
C (1.89579, -1.90905, -4.76210)  -0.1507
C (2.60109, -2.78470, -5.57251)  -0.0680
C (2.06237, -3.11676, -6.80470)  -0.0760
C (0.84876, -2.56221, -7.17675)  -0.0693
C (0.22640, -1.69403, -6.29377)  -0.1619
H (2.27826, -1.62264, -3.78725)  0.0871
H (3.54706, -3.19523, -5.24584)  0.1025
H (2.58170, -3.79837, -7.46686)  0.1075
H (0.39511, -2.79624, -8.13025)  0.1034
H (-0.72325, -1.23302, -6.54482)  0.0986
N (-5.15360, -5.33942, -1.96595)  0.0378
C (-4.08220, -5.35952, -2.76437)  -0.1283
C (-4.15211, -5.37335, -4.14826)  -0.0592
C (-5.40435, -5.37194, -4.74135)  -0.0746
C (-6.53024, -5.35398, -3.93284)  -0.0654
C (-6.35170, -5.33628, -2.55899)  -0.1478
H (-3.13036, -5.36407, -2.24892)  0.0721
H (-3.24953, -5.38550, -4.74404)  0.1049
H (-5.50259, -5.38423, -5.81984)  0.1073
H (-7.52459, -5.35270, -4.35812)  0.1040
H (-7.20524, -5.31776, -1.88824)  0.1016
N (0.15166, 8.54876, -1.95402)  0.0409
C (-0.31191, 9.60268, -1.27902)  -0.1554
C (0.33893, 10.82474, -1.21575)  -0.0684
C (1.54211, 10.96281, -1.88774)  -0.0750
C (2.04318, 9.88144, -2.59380)  -0.0695
C (1.31170, 8.70476, -2.59600)  -0.1635
H (-1.25523, 9.44798, -0.76667)  0.1032
H (-0.08632, 11.64581, -0.65488)  0.1039
H (2.08207, 11.90107, -1.86237)  0.1084
H (2.97913, 9.94896, -3.13161)  0.1036
H (1.66330, 7.83325, -3.13913)  0.0943
N (-2.13551, -4.56698, 4.62110)  0.0475
C (-1.89663, -5.86135, 4.39536)  -0.1525
C (-2.39018, -6.88540, 5.18724)  -0.0654
C (-3.17396, -6.55010, 6.27912)  -0.0708
C (-3.43326, -5.21314, 6.53330)  -0.0642
C (-2.89441, -4.26654, 5.67730)  -0.1459
H (-1.27588, -6.07626, 3.53088)  0.1003
H (-2.16618, -7.91749, 4.95458)  0.1050
H (-3.57801, -7.32076, 6.92351)  0.1095
H (-4.04049, -4.91101, 7.37563)  0.1051
H (-3.07423, -3.20814, 5.83424)  0.0890
N (-6.92421, -3.84145, 2.74693)  0.0448
C (-7.39029, -4.92003, 3.37834)  -0.1654
C (-7.40623, -6.19119, 2.82411)  -0.0769
C (-6.91355, -6.35332, 1.53872)  -0.0735
C (-6.42542, -5.24671, 0.86081)  -0.0799
C (-6.45363, -4.02146, 1.51051)  -0.1598
H (-7.76851, -4.74516, 4.37995)  0.0994
H (-7.79477, -7.03064, 3.38528)  0.0999
H (-6.90930, -7.33038, 1.07030)  0.1068
H (-6.02732, -5.32779, -0.15013)  0.0390
H (-6.07937, -3.12664, 1.02256)  0.0976
N (6.35865, -5.34216, -0.52637)  0.0452
C (7.19621, -4.37811, -0.91285)  -0.1576
C (8.52340, -4.59585, -1.24457)  -0.0687
C (9.01341, -5.88931, -1.16700)  -0.0745
C (8.16189, -6.90607, -0.76575)  -0.0680
C (6.84985, -6.58113, -0.45989)  -0.1505
H (6.76699, -3.38151, -0.95592)  0.0821
H (9.15550, -3.77484, -1.55454)  0.1031
H (10.04535, -6.10249, -1.41630)  0.1084
H (8.50667, -7.92838, -0.69231)  0.1040
H (6.14652, -7.34425, -0.14513)  0.1040

Calculated values
E_tot = -126884.29524 eV
net charge = +1
spin multiplicity = 1
HOMO-LUMO gap = 8.27 eV